{
  "formula": "C24H18N4O2PtSbSe6",
  "method": "ωB97M-V/def2-TZVPD",
  "elements": ["C", "C", "C", "C", "Se", "C", "H", "C", "Se", "H", "H", "H", "H", "H", "H", "C", "H", "Se", "C", "Se", "C", "H", "N", "O", "Se", "C", "N", "C", "H", "C", "H", "C", "C", "C", "Sb", "C", "H", "C", "C", "C", "Se", "C", "C", "C", "H", "H", "N", "C", "H", "O", "H", "Pt", "N", "C", "H", "H"],
  "positions_angstrom": [[-2.89190, 1.66492, 1.02093], [-0.24833, 1.21814, -2.71200], [-1.15436, -2.46002, -2.80785], [3.16715, -1.17097, 3.54788], [2.85557, -2.74019, -0.64090], [-1.56976, 1.30651, 0.41708], [-1.58848, -1.05717, -1.16776], [0.89631, 0.84006, -3.51524], [2.23070, -2.97885, 1.56384], [1.74700, 1.92775, 1.84294], [-4.86795, 0.37235, 3.48680], [1.50557, 1.27206, -6.85777], [-3.40734, 3.25842, -0.30679], [-2.59794, 0.21561, 2.52523], [-2.07548, -2.28450, -3.32614], [2.54700, -1.18674, 2.26582], [1.87041, -3.80216, -3.25865], [0.06244, 1.31128, 6.35222], [1.61281, 0.81880, -5.89525], [-0.39261, -2.35473, 4.04300], [2.17826, 1.08369, 2.38738], [3.85643, -0.71004, -3.92341], [2.11760, -0.06206, 1.68185], [2.36486, 0.08839, -1.86248], [1.66874, -2.56534, 6.74399], [3.17705, 0.04881, 4.24944], [-0.27686, 0.97801, -1.47916], [2.10088, 0.28177, -3.09470], [-0.26942, 1.72675, -5.22326], [-5.40281, 2.13408, 2.11856], [-5.44522, 3.85137, 0.79602], [2.96391, -0.06307, -4.16127], [-3.34549, 0.89894, 2.13041], [-0.88141, -1.66989, -1.70100], [-0.11458, -1.04603, 6.03619], [0.72717, 1.16996, -4.85983], [-1.17484, 1.61265, -3.16537], [-4.95421, 2.92116, 1.11199], [1.10421, -3.24044, -2.81704], [2.78288, 0.25994, -5.46574], [-1.88346, -0.76057, 7.77898], [2.69978, 1.20441, 3.63813], [-3.70271, 2.67921, 0.55650], [-0.13878, -3.11362, -3.44935], [2.66269, 2.17133, 4.13815], [3.47431, -0.12510, -6.26425], [-1.54199, 1.27131, -0.86174], [-4.59335, 1.09452, 2.67566], [-0.29158, -3.51565, -4.47067], [-0.63052, 0.92289, 1.18693], [3.47906, 0.05859, 5.27256], [0.98207, 0.16291, -0.05747], [0.35010, -1.71132, -1.10193], [1.22721, -2.52196, -1.58519], [-6.41688, 2.41054, 2.45431], [3.44610, -2.09669, 4.00946]],
  "forces_ev_per_angstrom": [[-0.573, -0.343, 0.922], [0.525, -0.482, -0.795], [-0.497, 1.969, 0.259], [-1.270, 1.417, -0.813], [1.080, -0.184, 0.094], [-0.043, -0.605, 0.787], [-0.341, 0.153, -0.349], [-1.943, 1.634, -1.590], [-0.197, 0.702, -0.102], [0.194, -0.086, 0.432], [-0.213, 1.182, -0.721], [-0.244, -0.253, -0.582], [0.287, 0.093, 0.018], [-0.426, -0.242, 0.154], [-0.559, -0.247, 0.046], [0.790, -0.032, 1.023], [1.105, -0.604, -0.200], [0.275, 0.708, -0.168], [-1.331, 2.064, 1.588], [0.004, -0.111, -0.238], [-0.225, 0.513, -1.354], [-0.877, 0.997, 0.058], [0.226, -1.172, 1.002], [1.240, -0.392, 0.071], [0.236, -0.160, -0.107], [-0.101, -0.903, -0.824], [-2.063, 0.676, 2.736], [-0.009, -0.118, 0.437], [2.206, -1.259, 1.142], [-1.112, -0.826, 1.573], [-0.295, -0.735, 0.090], [2.468, -1.700, 1.096], [1.098, 0.642, -0.771], [1.000, -1.270, 0.751], [-0.654, -0.205, 0.845], [-2.094, 0.731, -2.734], [0.592, -0.069, 0.071], [1.141, 1.086, -0.651], [-2.425, 1.676, 1.100], [0.945, -1.708, -1.720], [0.171, -0.216, -0.357], [0.106, -0.141, 0.596], [0.297, -0.155, -0.779], [1.655, -0.968, -0.704], [0.030, -0.379, -0.035], [-0.306, 0.544, 1.096], [-0.075, 0.836, -2.818], [-0.537, -0.177, -0.080], [0.071, 0.081, 0.857], [0.067, 0.223, 1.075], [0.341, 0.033, 0.507], [0.300, 0.022, -0.923], [-2.438, 0.472, -0.115], [1.594, -1.851, -1.454], [0.595, -0.665, 0.388], [0.206, -0.194, 0.170]],
  "nbo_charge": [-0.091, 0.148, -0.281, -0.260, 0.215, 0.562, 0.241, -0.268, 0.232, 0.217, 0.229, 0.205, 0.215, 0.244, 0.226, 0.084, 0.231, -0.546, -0.334, -0.540, 0.062, 0.206, -0.549, -0.769, -0.429, -0.133, -0.376, 0.404, 0.191, -0.215, 0.205, -0.309, -0.180, 0.074, 0.968, -0.110, 0.203, -0.223, -0.260, -0.183, -0.424, -0.241, -0.186, -0.137, 0.242, 0.200, -0.482, -0.224, 0.221, -0.749, 0.237, 1.207, -0.502, 0.076, 0.206, 0.248],
  "spin_multiplicity": 5,
  "total_energy_ev": -437096.388,
  "total_charge": -1,
  "homo_energy_ev": [-4.7, -5.2],
  "e_lumo_ev": [1.7, 0.6],
  "orbital_gap_ev": [6.4, 5.8]
}

=====

{
  "formula": "C24H18N5OPt",
  "method": "ωB97M-V/def2-TZVPD",
  "elements": ["C", "C", "H", "C", "C", "H", "Pt", "H", "C", "N", "H", "H", "C", "C", "C", "N", "H", "N", "H", "C", "H", "H", "H", "H", "C", "C", "C", "O", "C", "H", "H", "C", "C", "H", "C", "C", "H", "C", "N", "C", "C", "C", "H", "N", "H", "C", "C", "C", "H"],
  "positions_angstrom": [[4.94389, -0.69372, -1.81412], [0.81381, -1.15376, 2.68903], [0.36969, -3.17672, -1.46627], [0.25553, -2.94445, -3.60530], [-3.28091, -0.65911, 1.92713], [0.63758, -1.91702, 5.98385], [0.53102, -0.72289, -0.07638], [-4.31374, -0.47098, 1.67388], [-1.54061, -1.21742, 3.49996], [-1.14645, 1.41186, -5.16138], [0.60798, -3.94410, -3.81367], [4.17789, 0.07723, -3.65804], [0.11924, -2.52826, -2.29486], [3.91928, -1.49870, 2.19321], [4.65373, -1.00424, -0.46732], [1.58102, -0.88290, 1.56969], [5.98030, -1.99630, 2.47406], [-1.03122, -0.79527, 1.17646], [-1.43243, 2.01066, -5.91835], [5.62540, -1.44373, 0.46071], [0.02316, -2.33281, -5.66733], [-1.78184, -1.66536, 5.60205], [5.95282, -0.83775, -2.18008], [-3.63994, -1.10458, 3.98029], [-2.30292, -0.57030, 0.92794], [3.32448, -0.84599, -0.03856], [0.26721, -1.67225, 4.99710], [-1.00953, -0.34638, -6.56661], [-0.56084, -0.80549, -4.30045], [6.65098, -1.56974, 0.14264], [2.25090, -1.53597, 4.24170], [2.92564, -1.09086, 1.32651], [-0.07343, -2.06733, -4.62296], [3.72044, -1.69031, 3.23124], [-0.68458, -0.47871, -2.96203], [1.21297, -1.46791, 3.97235], [1.87217, 0.33500, -2.75214], [2.66931, -0.05937, -2.13648], [2.35141, -0.40268, -0.90600], [5.24473, -1.67567, 1.74816], [-1.07403, -1.54248, 4.79400], [3.97084, -0.19717, -2.63412], [-1.09726, 0.46932, -2.64019], [-0.33208, -1.30660, -1.97000], [-2.56026, -0.33990, -0.09704], [-0.93413, 0.10575, -5.44596], [-2.90368, -1.00558, 3.19273], [-0.60888, -1.07586, 2.45791], [-1.09609, 1.79816, -4.23847]],
  "forces_ev_per_angstrom": [[0.057, 0.010, 0.032], [-0.279, -0.096, -0.053], [0.066, 0.021, -0.006], [-0.109, -0.031, 0.023], [-0.018, 0.023, -0.033], [-0.009, 0.002, 0.003], [-0.246, 0.166, -0.527], [-0.002, 0.003, 0.002], [0.056, -0.019, -0.031], [-0.056, 0.002, 0.029], [0.034, 0.009, -0.008], [0.003, 0.019, 0.001], [-0.168, -0.080, -0.036], [-0.046, 0.028, -0.033], [-0.052, 0.062, 0.062], [-0.074, 0.254, 0.153], [0.008, -0.014, -0.012], [0.124, -0.380, 0.287], [0.009, 0.003, 0.000], [-0.001, 0.001, -0.057], [-0.016, -0.002, -0.006], [-0.004, -0.018, -0.002], [0.008, 0.023, 0.007], [-0.004, -0.004, 0.004], [-0.009, -0.184, -0.047], [-0.054, 0.238, 0.237], [0.011, -0.002, 0.083], [0.013, -0.003, 0.001], [-0.056, -0.074, 0.025], [0.001, -0.014, -0.006], [-0.005, 0.029, -0.016], [0.093, -0.033, -0.198], [-0.013, 0.023, 0.008], [-0.019, -0.009, -0.015], [-0.174, 0.145, 0.054], [-0.015, 0.063, -0.057], [-0.029, -0.127, -0.055], [-0.010, -0.031, 0.022], [0.188, -0.825, 0.039], [0.075, -0.006, 0.054], [-0.044, 0.024, -0.012], [-0.013, 0.085, -0.009], [0.110, 0.039, 0.015], [0.440, 0.499, 0.052], [-0.012, -0.033, -0.005], [0.006, -0.014, -0.033], [0.023, 0.010, 0.042], [0.192, 0.203, 0.028], [0.020, 0.017, -0.007]],
  "nbo_charge": [-0.081, 0.142, 0.229, -0.244, -0.265, 0.220, 0.827, 0.242, -0.092, -0.806, 0.248, 0.242, 0.066, -0.261, -0.092, -0.564, 0.228, -0.454, 0.423, -0.230, 0.265, 0.228, 0.233, 0.233, 0.086, 0.210, -0.102, -0.573, -0.176, 0.229, 0.217, 0.157, -0.078, 0.220, 0.068, -0.263, 0.209, 0.080, -0.464, -0.143, -0.242, -0.267, 0.206, -0.493, 0.212, 0.649, -0.082, 0.208, 0.392],
  "de_lowest_ev": 0.0000,
  "total_energy_ev": -37921.772,
  "total_charge": 1,
  "homo_energy_ev": -10.0,
  "e_lumo_ev": -3.2,
  "orbital_gap_ev": 6.8
}